[1]
{"formula": "C25H19ClO3", "method": "ωB97M-V with the def2-TZVPD basis set", "elements": ["C", "C", "C", "C", "C", "C", "C", "H", "H", "H", "C", "O", "C", "C", "C", "C", "C", "C", "C", "C", "H", "H", "H", "H", "H", "H", "C", "C", "O", "C", "C", "C", "C", "C", "C", "C", "O", "H", "H", "H", "H", "Cl", "H", "H", "H", "H", "H", "H"], "xyz": [[-3.33, -1.65, 2.56], [-3.35, -0.73, 1.38], [-2.60, 0.43, 1.39], [-2.62, 1.31, 0.30], [-3.43, 1.02, -0.79], [-4.17, -0.15, -0.81], [-4.13, -1.02, 0.26], [-4.71, -1.93, 0.24], [-4.79, -0.38, -1.67], [-3.45, 1.70, -1.62], [-1.79, 2.54, 0.24], [-2.18, 3.55, -0.30], [-0.38, 2.43, 0.78], [0.53, 1.92, -0.36], [0.01, 0.63, -0.97], [-0.41, 0.62, -2.29], [-0.93, -0.53, -2.85], [-1.01, -1.69, -2.11], [-0.58, -1.69, -0.79], [-0.07, -0.54, -0.23], [0.25, -0.56, 0.80], [-0.65, -2.59, -0.20], [-1.42, -2.59, -2.55], [-1.26, -0.52, -3.88], [-0.35, 1.53, -2.87], [0.55, 2.68, -1.15], [1.98, 1.71, 0.09], [2.23, 0.80, 1.29], [1.73, 0.90, 2.39], [3.24, -0.19, 0.87], [3.81, -1.20, 1.61], [4.74, -2.02, 0.99], [5.08, -1.84, -0.35], [4.50, -0.82, -1.10], [3.58, 0.00, -0.48], [2.83, 1.13, -1.05], [2.85, 1.54, -2.18], [4.76, -0.67, -2.13], [5.81, -2.49, -0.80], [5.21, -2.82, 1.55], [3.54, -1.33, 2.65], [2.74, 3.29, 0.53], [-0.32, 1.75, 1.63], [-0.03, 3.42, 1.08], [-2.01, 0.67, 2.26], [-4.04, -1.30, 3.32], [-2.35, -1.67, 3.02], [-3.62, -2.66, 2.28]], "e_tot_ha": -1650.00862, "charge": 0, "homo_energy_ev": -8.96, "smiles": "Cc1cccc(C(=O)C[C@H](c2ccccc2)C2(Cl)C(=O)c3ccccc3C2=O)c1", "relative_energy_ev": 0.000, "homo_lumo_gap_ev": 8.30}

---

[2]
{"formula": "C25H19N2O3Re", "method": "ωB97M-V with the def2-TZVPD basis set", "elements": ["Re", "C", "O", "C", "C", "C", "C", "C", "C", "N", "N", "C", "O", "C", "C", "C", "C", "C", "C", "C", "O", "H", "H", "H", "H", "H", "H", "H", "H", "H", "H", "H", "H", "C", "C", "C", "C", "C", "C", "C", "C", "C", "C", "H", "H", "H", "H", "H", "H", "H"], "xyz": [[-0.11, -0.02, 0.65], [3.98, -1.20, 0.98], [4.55, -0.08, 0.29], [3.92, 1.11, 0.23], [4.74, 2.21, -0.05], [4.23, 3.48, -0.18], [2.87, 3.70, -0.03], [2.02, 2.62, 0.22], [0.61, 2.90, 0.32], [-0.34, 2.03, 0.42], [-1.64, 2.52, 0.51], [-2.46, 1.55, 0.69], [-1.99, 0.27, 0.73], [-3.90, 1.74, 0.83], [-4.43, 3.03, 0.71], [-5.80, 3.21, 0.85], [-6.63, 2.13, 1.10], [-6.09, 0.85, 1.21], [-4.73, 0.65, 1.08], [2.55, 1.33, 0.36], [1.71, 0.28, 0.58], [4.81, -1.88, 1.14], [3.22, -1.69, 0.38], [3.57, -0.89, 1.94], [5.80, 2.02, -0.15], [4.89, 4.31, -0.38], [2.45, 4.69, -0.13], [0.29, 3.94, 0.31], [-3.78, 3.86, 0.52], [-6.22, 4.21, 0.76], [-7.69, 2.28, 1.20], [-6.74, 0.01, 1.40], [-4.31, -0.34, 1.16], [2.39, -3.64, -2.75], [2.24, -2.24, -2.80], [1.32, -1.61, -2.00], [0.52, -2.36, -1.11], [-0.44, -1.76, -0.22], [-1.28, -2.54, 0.56], [-1.13, -3.94, 0.57], [-0.19, -4.53, -0.23], [0.65, -3.77, -1.08], [1.61, -4.39, -1.91], [3.13, -4.12, -3.38], [2.85, -1.66, -3.48], [1.20, -0.54, -2.06], [-2.06, -2.08, 1.15], [-1.78, -4.54, 1.20], [-0.08, -5.61, -0.23], [1.71, -5.47, -1.87]], "e_tot_ha": -1377.28810, "charge": 1, "homo_energy_ev": [-11.48, -11.44], "multiplicity": 2, "s_squared": 0.831, "relative_energy_ev": 0.761, "homo_lumo_gap_ev": [6.48, 6.73]}

---

[3]
{"formula": "C25H20AgGe", "method": "ωB97M-V with the def2-TZVPD basis set", "elements": ["Ag", "C", "C", "C", "C", "C", "C", "C", "H", "H", "H", "H", "H", "C", "C", "C", "C", "C", "C", "Ge", "C", "C", "C", "C", "C", "C", "C", "C", "C", "C", "C", "C", "H", "H", "H", "H", "H", "H", "H", "H", "H", "H", "H", "H", "H", "H", "H"], "xyz": [[0.29, -0.84, 1.30], [0.59, -2.10, 2.76], [0.88, -3.32, 3.50], [-0.08, -4.26, 3.67], [0.10, -5.32, 4.56], [1.35, -5.46, 5.26], [2.34, -4.53, 4.96], [2.11, -3.37, 4.19], [-1.04, -4.36, 3.10], [-0.76, -5.92, 4.65], [1.43, -6.17, 6.08], [3.29, -4.58, 5.51], [2.93, -2.68, 4.04], [-3.29, -1.28, -3.53], [-3.35, 0.06, -3.27], [-2.38, 0.69, -2.50], [-1.36, -0.05, -1.96], [-1.29, -1.44, -2.23], [-2.21, -2.04, -3.05], [-0.13, 0.74, -0.58], [1.59, 1.28, -1.59], [1.77, 1.57, -2.93], [3.03, 1.82, -3.46], [4.13, 1.93, -2.66], [3.94, 1.77, -1.28], [2.71, 1.45, -0.74], [-0.86, 2.47, -0.14], [-0.56, 3.76, -0.67], [-1.36, 4.86, -0.38], [-2.47, 4.74, 0.40], [-2.76, 3.53, 1.04], [-1.95, 2.42, 0.74], [-4.08, -1.76, -4.09], [-4.21, 0.66, -3.59], [-2.57, 1.66, -2.12], [-0.43, -1.96, -1.76], [-2.14, -3.09, -3.23], [0.93, 1.55, -3.59], [3.20, 1.91, -4.51], [5.08, 2.14, -3.14], [4.77, 2.00, -0.62], [2.55, 1.25, 0.35], [0.32, 3.91, -1.30], [-1.23, 5.84, -0.81], [-3.12, 5.62, 0.54], [-3.51, 3.43, 1.80], [-2.17, 1.47, 1.25]], "e_tot_ha": -3188.33311, "charge": -2, "homo_energy_ev": [1.46, 1.92], "multiplicity": 2, "s_squared": 0.767, "relative_energy_ev": 0.000, "homo_lumo_gap_ev": [3.25, 2.79]}

---

[4]
{"formula": "C25H20Cl4FeO2P", "method": "ωB97M-V with the def2-TZVPD basis set", "elements": ["C", "C", "C", "H", "C", "C", "H", "H", "H", "H", "Fe", "Cl", "P", "C", "C", "H", "C", "H", "C", "H", "C", "H", "C", "H", "C", "C", "H", "C", "H", "C", "H", "C", "H", "C", "H", "C", "C", "H", "C", "H", "C", "H", "C", "H", "C", "H", "Cl", "C", "Cl", "Cl", "C", "O", "O"], "xyz": [[-1.05, -1.41, 1.80], [-0.88, -1.69, 0.43], [0.48, -1.92, 0.16], [-1.71, -1.90, -0.28], [1.22, -1.75, 1.35], [0.28, -1.46, 2.43], [0.48, -1.56, 3.51], [-2.00, -1.36, 2.36], [0.89, -2.28, -0.80], [2.30, -1.88, 1.49], [0.39, 0.67, 2.08], [2.02, 0.88, 0.63], [0.02, 0.40, -2.90], [1.25, -0.73, -3.50], [0.97, -1.55, -4.62], [-0.03, -1.55, -5.05], [1.98, -2.36, -5.13], [1.77, -2.99, -6.01], [3.25, -2.38, -4.54], [4.03, -3.01, -4.96], [3.50, -1.61, -3.39], [4.48, -1.65, -2.92], [2.51, -0.81, -2.85], [2.65, -0.24, -1.93], [-1.65, -0.08, -3.26], [-2.04, -1.44, -3.12], [-1.33, -2.18, -2.72], [-3.33, -1.82, -3.49], [-3.62, -2.87, -3.41], [-4.25, -0.87, -3.94], [-5.24, -1.17, -4.25], [-3.90, 0.49, -3.97], [-4.63, 1.24, -4.27], [-2.62, 0.89, -3.59], [-2.35, 1.95, -3.54], [0.39, 2.07, -3.33], [0.97, 2.33, -4.59], [1.26, 1.49, -5.22], [1.16, 3.65, -5.00], [1.57, 3.84, -5.99], [0.81, 4.70, -4.15], [0.96, 5.72, -4.48], [0.31, 4.45, -2.86], [0.06, 5.28, -2.19], [0.10, 3.14, -2.44], [-0.28, 2.91, -1.44], [-2.66, 4.09, 2.81], [-1.66, 2.83, 2.16], [0.06, 3.42, 1.95], [-1.56, 1.34, 3.29], [-2.12, 2.27, 0.75], [-3.08, 2.78, 0.15], [-1.38, 1.29, 0.39]], "e_tot_ha": -4560.87257, "charge": 0, "homo_energy_ev": [-6.56, -6.57], "multiplicity": 6, "s_squared": 8.780, "homo_lumo_gap_ev": [6.35, 3.80]}